# 1
{"formula": "C37H104F3N9O15S", "method": "ωB97M-V with the def2-TZVPD basis set", "e_tot_ev": -103159.779, "homo_ev": -8.2, "fmax_ev_per_a": 3.4, "orbital_gap_ev": 7.8222, "total_charge": 0, "de_lowest_kcal_mol": 65.0, "species": ["H", "H", "H", "H", "H", "C", "C", "H", "H", "H", "H", "H", "H", "H", "H", "H", "H", "H", "H", "H", "H", "H", "H", "N", "H", "N", "H", "H", "O", "H", "H", "H", "O", "O", "N", "C", "H", "O", "H", "H", "H", "H", "C", "F", "C", "C", "H", "H", "H", "H", "C", "O", "H", "C", "C", "S", "H", "H", "C", "O", "C", "C", "C", "C", "H", "H", "H", "H", "H", "H", "H", "H", "C", "N", "H", "C", "H", "C", "H", "C", "H", "C", "H", "O", "H", "H", "O", "H", "H", "H", "N", "N", "N", "H", "H", "C", "H", "C", "H", "H", "C", "H", "H", "H", "H", "O", "C", "H", "C", "H", "N", "C", "H", "H", "C", "C", "N", "H", "O", "H", "H", "H", "H", "C", "C", "H", "H", "H", "H", "C", "O", "C", "C", "C", "H", "H", "H", "H", "H", "H", "H", "H", "H", "H", "H", "O", "F", "H", "C", "H", "F", "H", "C", "C", "H", "H", "H", "H", "H", "H", "O", "H", "H", "H", "O", "O", "C", "H", "H"], "positions_angstrom": [[3.22420, -3.78900, -3.30485], [-0.14893, -2.76193, -4.12568], [2.08802, -7.33907, -2.16514], [4.56573, 1.91036, -8.15551], [1.23066, 4.36123, 4.44190], [-2.68388, 3.89870, -2.41917], [1.36562, -6.52894, -2.26477], [1.09216, -6.43745, -3.31594], [0.90233, -1.59295, 1.57159], [5.21643, -2.47780, 5.94437], [-0.86749, -8.72171, -1.38329], [-3.85910, 1.40169, -4.74799], [4.89200, 1.15485, 2.01300], [-3.46657, -2.56034, 1.63021], [-3.43911, -3.83545, 3.45312], [1.76901, -2.92847, 1.96313], [2.63443, 0.51907, 3.91309], [-1.90341, 2.06553, -3.41898], [0.42605, -6.91194, -0.42460], [-0.43933, 5.52289, -4.37157], [4.42333, -1.26848, 3.31437], [-4.06743, 6.32522, 0.91319], [1.64262, 1.32485, -2.42062], [-3.54147, 1.55601, -2.25030], [2.53171, 0.59372, -4.58611], [-4.26636, -3.45332, 3.88870], [-2.30614, -0.61419, 4.87348], [1.77165, 2.97006, -2.82547], [-1.01690, -1.75186, 3.60235], [-1.18292, -1.19598, -5.82686], [-1.23020, -5.53112, -2.59580], [1.43942, 0.63468, 2.77270], [-2.23527, 1.92828, 1.08201], [-1.01891, -1.24401, 7.17998], [3.73735, -0.35060, -0.61850], [-4.29624, 4.63450, 2.42742], [3.29984, 3.21561, -7.86366], [-0.62195, 3.59347, 4.04300], [-1.04193, -2.98939, 0.02859], [5.03861, -1.91358, 0.86635], [-1.88073, -6.10782, -1.03616], [-2.07668, 3.84901, -1.51533], [-0.97761, -5.82509, -1.57703], [-0.18346, 2.68862, -0.69668], [2.80061, 1.55762, -4.15403], [4.16630, -4.31338, 0.64224], [4.70738, 0.96567, -3.99452], [-0.00371, 5.58206, 4.02163], [4.16866, -3.85794, 1.63254], [1.06868, -3.29438, -1.79464], [-3.61658, 2.41909, -4.44108], [-0.53051, -4.68895, -0.86750], [2.48808, -1.34636, -3.57899], [2.91940, 2.39254, -5.38334], [3.56936, -1.57301, 3.91942], [-1.01505, 1.09921, 1.27664], [-5.08700, 4.74476, 4.52637], [4.67088, 2.41804, 1.03364], [-6.29117, 7.28916, 4.34210], [0.69143, -1.12975, -5.13499], [0.39073, -1.82874, -3.96432], [0.37251, 4.58180, 3.80706], [6.15705, -0.25205, -1.04766], [-4.44870, -0.68128, -0.08741], [-3.16080, 1.61152, -1.31643], [0.09812, -2.31835, 5.86157], [-1.45802, -2.84226, 6.06511], [-6.06195, 8.29176, 4.70313], [1.76789, -4.17993, -4.11555], [6.31336, 0.00008, 0.00120], [-3.67882, 4.28856, -2.20420], [3.69632, 0.28452, -1.40274], [-6.29794, -2.25335, 3.54157], [4.21770, 1.59441, 1.40290], [6.16803, -2.56933, -0.21367], [-4.39036, -2.05351, 1.90921], [1.08998, 2.60587, 2.12612], [1.80916, -2.17678, -3.38514], [3.04180, 3.43618, -5.09365], [1.67495, 1.98685, -3.28596], [-0.49684, 2.87277, 3.42128], [-1.45982, -3.67595, -0.70770], [-6.91559, -2.92544, 4.13731], [1.65119, 3.38356, 2.16923], [5.04961, -4.93757, 0.77733], [1.40770, -1.37220, 3.87156], [3.84663, -1.05949, 5.30658], [2.89790, -0.86178, -0.85115], [3.33182, -4.97791, 0.41833], [-5.08397, -0.47186, -0.94804], [2.34153, 0.23532, 2.98908], [-4.36099, 3.16935, 2.24521], [4.02293, 1.40203, -3.39350], [-0.89080, 3.81228, -4.57474], [1.77475, -5.58290, -1.91020], [3.67788, 2.22587, -7.60754], [-7.03676, -1.91005, 2.81742], [2.27063, -1.18571, 3.23228], [3.60357, -2.65953, 3.99937], [3.39731, 1.71598, 1.97934], [0.87248, 4.57185, 2.34377], [-1.65455, -3.23641, -1.68596], [-0.70867, -0.15228, 4.76024], [-6.27804, 4.91131, 3.24539], [-5.41456, -3.85374, 2.37200], [-0.15346, 1.52642, 2.37442], [2.51378, -3.38986, -4.02878], [-5.61689, 5.50790, 0.86815], [-0.90802, -1.90836, 5.94922], [-4.52632, 1.77548, -2.20541], [-0.16880, -8.28545, -1.96775], [5.12333, -2.26254, -0.16280], [4.77749, -1.46910, -2.11111], [-3.98477, -1.18379, 2.42611], [-0.87550, 4.65278, -3.88089], [-1.31361, -1.05823, 4.79733], [1.67703, -2.50400, -1.95372], [-3.06020, 2.88438, -5.25473], [4.30579, -3.38204, -0.46351], [-2.35906, -4.14649, -0.31015], [-0.84071, 0.33054, -5.09921], [-7.21055, 7.39259, 3.76579], [6.98955, -0.79069, -1.50032], [4.87952, -1.14025, -1.07692], [-2.86514, 2.48671, -3.12609], [1.53442, 5.42008, 2.16929], [-3.92252, 2.79715, 3.07545], [-6.52104, 6.64706, 5.19238], [-3.26719, 4.81862, 2.73607], [-0.00487, 1.38784, -0.32476], [3.95829, 1.93006, -6.21625], [-5.27808, 5.21045, 3.55956], [-0.39218, -0.45542, -5.70682], [0.13082, -6.93043, -1.47370], [0.73526, 1.95627, -3.83744], [2.80964, -3.04393, -5.01920], [-1.22085, -1.17193, 2.86502], [2.62701, -1.69160, 1.09595], [-0.08200, -0.10092, -6.68978], [4.48596, 2.29626, -3.31569], [2.58722, -2.81103, -1.64166], [-3.51422, -1.11693, -0.44107], [-3.66557, 2.82397, 1.59928], [0.07211, 4.54130, 1.60447], [4.07602, 0.84046, 0.74594], [-2.15164, 4.90622, -3.30679], [1.33002, 1.21817, -0.10487], [5.16112, -0.93151, 6.86621], [1.90925, -1.84931, 1.90097], [-4.59704, 2.88948, -4.36675], [-0.47139, 0.58758, -1.27482], [-0.25138, -1.21532, -3.33225], [-4.55484, 5.36223, 1.06546], [5.04730, -1.40238, 5.88978], [6.04765, 0.72488, -1.51856], [5.84779, -0.88358, 5.36237], [1.96644, 2.35879, -5.91138], [-4.20930, 0.20634, 0.49819], [-0.22042, 4.35940, -3.06058], [-0.46569, -1.70420, 7.81541], [-5.09698, -1.61043, 0.73593], [-6.02019, -1.34403, 4.07457], [-3.98940, -2.67241, 4.46623], [-0.52483, -8.30871, -2.91263], [-1.27116, -0.31006, 1.33550], [-5.24457, 6.61731, 3.61432], [-5.09521, -2.92594, 2.84667], [2.87124, 1.53815, -7.86142], [-3.94074, 4.76029, 0.39566]]}


# 2
{"formula": "CH4IOPS", "method": "ωB97M-V with the def2-TZVPD basis set", "e_tot_ev": -31373.400, "homo_ev": -8.7, "fmax_ev_per_a": 3.3, "smiles": "CP(I)SO", "orbital_gap_ev": 8.4797, "total_charge": 0, "de_lowest_kcal_mol": 54.2, "species": ["C", "H", "I", "H", "P", "O", "H", "H", "S"], "positions_angstrom": [[-0.30005, -1.43429, 0.11646], [-0.95087, 3.24279, -0.73531], [2.88794, -0.50512, 0.10105], [0.22954, -2.33763, 0.57962], [0.63674, -0.09838, -0.74902], [-0.92504, 2.26114, -0.43790], [-1.14331, -1.81182, -0.53047], [-0.69611, -0.93928, 1.14071], [0.26116, 1.62259, 0.51484]]}


# 3
{"formula": "C4H5N3", "method": "ωB97M-V with the def2-TZVPD basis set", "e_tot_ev": -8692.602, "homo_ev": [-9.8, -9.8], "fmax_ev_per_a": 3.6, "orbital_gap_ev": [8.9006, 8.8912], "total_charge": 0, "de_lowest_kcal_mol": 166.3, "species": ["H", "C", "N", "H", "C", "N", "N", "H", "C", "H", "C", "H"], "positions_angstrom": [[1.52471, 1.85332, 1.04924], [0.36911, 0.12244, 1.13435], [-1.29556, -1.04440, -1.65290], [-0.23802, 0.09075, -3.33270], [-0.41499, -0.13672, -2.26672], [-1.17446, -0.96049, -0.39910], [-0.23106, -0.05517, -0.12953], [0.89593, 1.19310, -1.36658], [0.13515, 0.50407, -1.26802], [0.62816, -0.06037, 3.33924], [0.29664, -0.37004, 2.34263], [-0.49561, -1.13648, 2.55008]]}


# 4
{"formula": "H16O8", "method": "ωB97M-V with the def2-TZVPD basis set", "e_tot_ev": -16639.125, "homo_ev": -11.3, "fmax_ev_per_a": 0.3, "smiles": "O.O.O.O.O.O.O.O", "orbital_gap_ev": 11.6310, "total_charge": 0, "de_lowest_kcal_mol": 66.5, "species": ["O", "H", "O", "H", "O", "H", "H", "H", "H", "H", "H", "H", "H", "O", "H", "H", "O", "O", "H", "O", "H", "H", "O", "H"], "positions_angstrom": [[-4.51942, -1.03237, -2.26824], [2.24533, 1.00267, -4.71248], [1.05969, -2.89064, 0.70404], [5.65483, 0.04990, -2.51865], [-3.80814, -2.76018, 2.23792], [2.81209, 0.85456, 2.66361], [4.24630, 0.36714, -2.06340], [-4.82503, -0.59645, -3.06372], [0.65429, -2.15284, 0.24846], [-1.72352, 0.63920, -0.50430], [-3.72224, -3.25668, 3.05177], [0.34935, -3.27516, 1.21765], [4.16057, 0.18838, 2.49126], [-1.14743, 3.38973, 4.22476], [-4.73530, -2.52592, 2.19643], [-5.14712, -1.74103, -2.12666], [3.60885, 0.62359, 3.14119], [2.00861, 1.02787, -5.63960], [-1.37158, 3.00482, 5.07202], [-0.82799, 0.93840, -0.34707], [-1.73383, 4.14153, 4.14005], [-0.91490, 1.61173, 0.32769], [5.02938, 0.77004, -2.43846], [2.64722, 1.62171, -6.03428]]}


# 5
{"formula": "C7H10O2Si", "method": "ωB97M-V with the def2-TZVPD basis set", "e_tot_ev": -19390.591, "homo_ev": -8.1, "fmax_ev_per_a": 4.3, "orbital_gap_ev": 7.8705, "total_charge": 0, "de_lowest_kcal_mol": 145.5, "species": ["C", "H", "H", "C", "H", "O", "Si", "C", "C", "C", "H", "H", "C", "C", "H", "H", "H", "H", "H", "O"], "positions_angstrom": [[-1.52887, -0.26929, 1.17582], [2.22380, 1.00232, -2.05179], [-0.07402, 3.58037, -0.41549], [0.40987, -2.16351, 1.61594], [-1.94723, 1.72274, -2.23776], [1.90737, -1.02006, 0.11719], [0.20433, 2.36165, -1.21477], [-0.78372, -2.32722, 2.19990], [-1.78532, -1.35347, 2.05187], [0.65888, -1.01917, 0.77831], [-0.93127, -3.05656, 3.04206], [2.12973, -1.89301, -0.00118], [1.57482, 1.84197, -2.40906], [-0.32584, -0.08043, 0.55961], [1.30496, -2.76378, 1.88503], [1.07545, 1.50279, -3.38696], [-2.90009, -1.37674, 2.45154], [2.25329, 2.59104, -2.91357], [-2.31547, 0.40524, 0.98135], [-1.15067, 2.31512, -2.22805]]}